C34H57N2O26PS | wB97M-V/def2-TZVPD

Summary:
SMILES: C#Cc1cc([PH2]=O)c2nsnc2c1CCO.COC(=O)OC.COC(=O)OC.COC(=O)OC.COC(=O)OC.COC(=O)OC.COC(=O)OC.COC(=O)OC.COC(=O)OC
Gap between HOMO and LUMO in eV: 7.3
Lowest unoccupied orbital energy in eV: -1.91
Maximum force in Eh/bohr: 0.0827

Last column: Löwdin charge in e.
Atoms and positions in Å:
1 C 2.49 -4.48 2.50  0.114
2 C 2.79 -3.45 1.90  -0.097
3 C 3.28 -2.54 0.72  -0.125
4 C 4.76 -2.17 0.68  0.009
5 C 5.22 -1.33 -0.47  -0.244
6 P 7.03 -0.87 -0.60  0.705
7 O 7.39 0.50 -0.07  -0.465
8 C 4.25 -0.87 -1.54  -0.260
9 N 4.50 -0.11 -2.68  -0.256
10 S 3.06 0.07 -3.54  1.021
11 N 2.00 -0.76 -2.53  -0.267
12 C 2.76 -1.27 -1.45  -0.202
13 C 2.25 -2.12 -0.28  -0.055
14 C 0.72 -2.53 -0.19  -0.095
15 C -0.27 -1.27 -0.14  -0.212
16 O 0.38 -0.06 0.29  -0.103
17 H 2.22 -5.44 3.01  0.065
18 H 5.45 -2.52 1.50  0.118
19 H 7.39 -1.01 -1.99  0.015
20 H 7.75 -1.92 0.09  0.019
21 H 0.51 -3.18 0.72  0.107
22 H 0.50 -3.10 -1.14  0.122
23 H -1.12 -1.45 0.60  0.126
24 H -0.69 -1.08 -1.18  0.101
25 H 0.66 0.41 -0.52  0.077
26 C -1.92 -1.35 -8.28  -0.045
27 O -1.50 -0.68 -7.10  -0.001
28 C -1.09 -1.49 -6.12  -0.603
29 O -1.05 -2.69 -6.16  0.128
30 O -0.73 -0.73 -5.07  -0.009
31 C -0.26 -1.47 -3.94  -0.082
32 H -2.23 -0.60 -9.00  0.093
33 H -1.10 -1.93 -8.71  0.099
34 H -2.78 -2.00 -8.07  0.099
35 H 0.63 -2.04 -4.19  0.089
36 H -1.05 -2.12 -3.55  0.105
37 H 0.00 -0.75 -3.17  0.034
38 C -1.42 4.47 0.86  -0.036
39 O -1.25 3.37 -0.02  -0.016
40 C -1.48 3.65 -1.31  -0.607
41 O -1.81 4.72 -1.76  0.129
42 O -1.28 2.53 -2.02  -0.014
43 C -1.49 2.67 -3.43  -0.030
44 H -1.21 4.13 1.87  0.089
45 H -0.73 5.28 0.62  0.100
46 H -2.46 4.83 0.83  0.098
47 H -0.80 3.40 -3.85  0.101
48 H -2.52 2.96 -3.64  0.102
49 H -1.30 1.70 -3.89  0.081
50 C 1.53 -0.26 3.47  -0.029
51 O 1.94 0.44 4.65  -0.032
52 C 2.35 -0.36 5.65  -0.609
53 O 2.40 -1.56 5.63  0.118
54 O 2.70 0.42 6.68  -0.004
55 C 3.16 -0.29 7.83  -0.041
56 H 1.23 0.48 2.74  0.088
57 H 2.36 -0.83 3.06  0.083
58 H 0.68 -0.91 3.69  0.104
59 H 4.06 -0.87 7.59  0.098
60 H 2.37 -0.94 8.22  0.098
61 H 3.41 0.44 8.60  0.095
62 C 0.25 6.42 5.82  -0.047
63 O 0.22 5.25 6.63  0.002
64 C -0.07 4.12 5.97  -0.600
65 O -0.30 4.04 4.78  0.116
66 O -0.07 3.11 6.84  0.012
67 C -0.37 1.84 6.26  -0.035
68 H 0.50 7.26 6.47  0.093
69 H 1.02 6.34 5.05  0.098
70 H -0.73 6.60 5.37  0.097
71 H 0.38 1.57 5.51  0.075
72 H -1.37 1.84 5.83  0.101
73 H -0.34 1.09 7.05  0.099
74 C 6.61 0.27 -4.62  -0.085
75 O 8.02 0.34 -4.83  -0.001
76 C 8.39 0.16 -6.10  -0.606
77 O 7.66 -0.03 -7.04  0.121
78 O 9.73 0.25 -6.16  0.000
79 C 10.28 0.08 -7.46  -0.048
80 H 6.42 0.42 -3.56  0.032
81 H 6.10 1.06 -5.18  0.101
82 H 6.22 -0.71 -4.90  0.096
83 H 9.92 0.86 -8.14  0.098
84 H 10.04 -0.91 -7.86  0.098
85 H 11.36 0.17 -7.39  0.093
86 C -3.97 1.23 0.74  -0.037
87 O -4.38 0.91 -0.59  0.000
88 C -5.67 1.15 -0.84  -0.605
89 O -6.47 1.60 -0.06  0.122
90 O -5.91 0.81 -2.11  0.000
91 C -7.26 1.02 -2.53  -0.039
92 H -2.91 0.99 0.83  0.089
93 H -4.10 2.29 0.94  0.097
94 H -4.52 0.63 1.47  0.099
95 H -7.53 2.08 -2.46  0.086
96 H -7.95 0.41 -1.93  0.100
97 H -7.35 0.71 -3.57  0.096
98 C 3.07 -5.77 6.29  -0.047
99 O 3.03 -6.92 7.12  0.003
100 C 2.73 -8.05 6.47  -0.607
101 O 2.49 -8.15 5.29  0.113
102 O 2.73 -9.06 7.36  0.002
103 C 2.41 -10.33 6.80  -0.045
104 H 3.33 -4.91 6.91  0.095
105 H 3.84 -5.87 5.52  0.096
106 H 2.09 -5.58 5.84  0.094
107 H 3.15 -10.62 6.05  0.098
108 H 1.41 -10.33 6.37  0.098
109 H 2.44 -11.06 7.61  0.094
110 C -9.73 4.43 -1.60  -0.042
111 O -10.14 4.11 -2.94  -0.005
112 C -11.43 4.36 -3.19  -0.607
113 O -12.23 4.80 -2.41  0.125
114 O -11.68 4.01 -4.46  -0.002
115 C -13.03 4.22 -4.88  -0.047
116 H -8.67 4.19 -1.51  0.085
117 H -9.87 5.49 -1.40  0.099
118 H -10.28 3.83 -0.88  0.101
119 H -13.29 5.28 -4.81  0.098
120 H -13.71 3.61 -4.28  0.098
121 H -13.11 3.91 -5.92  0.093

=====

C34H57N3O2SSiYb | wB97M-V/def2-TZVPD

Summary:
Spin multiplicity: 2
Net charge: +1
Gap between HOMO and LUMO (spin up / spin down) in eV: 8.5 / 6.8
Lowest unoccupied orbital energy (spin up / spin down) in eV: -2.55 / -4.24
Maximum force in Eh/bohr: 0.0508

Last column: Löwdin charge in e.
Atoms and positions in Å:
1 O 2.00 -2.12 -1.58  -0.226
2 O 0.84 -0.48 -3.13  -0.277
3 C 3.22 -2.15 -0.84  -0.252
4 C 3.49 -3.41 -0.04  -0.059
5 H 3.26 -1.27 -0.18  0.101
6 H 4.00 -1.99 -1.60  0.123
7 H 2.93 -3.38 0.90  0.054
8 H 4.55 -3.43 0.22  0.087
9 H 3.25 -4.32 -0.60  0.093
10 C 0.82 -2.67 -0.96  -0.247
11 C 0.18 -3.64 -1.93  -0.055
12 H 0.14 -1.84 -0.73  0.095
13 H 1.06 -3.17 -0.01  0.103
14 H -0.18 -3.13 -2.84  0.042
15 H -0.67 -4.14 -1.47  0.086
16 H 0.91 -4.40 -2.24  0.093
17 C -0.38 0.05 -3.69  -0.243
18 C 1.87 -0.78 -4.11  -0.240
19 C -1.52 -0.89 -3.43  -0.060
20 H -0.24 0.23 -4.77  0.136
21 H -0.56 1.01 -3.19  0.088
22 H -1.40 -1.83 -3.99  0.075
23 H -2.45 -0.42 -3.76  0.079
24 H -1.63 -1.13 -2.37  0.068
25 C 1.52 -2.02 -4.90  -0.054
26 H 2.79 -0.92 -3.54  0.099
27 H 2.00 0.09 -4.77  0.120
28 H 1.43 -2.88 -4.23  0.068
29 H 2.33 -2.21 -5.61  0.090
30 H 0.60 -1.87 -5.46  0.081
31 H 1.18 -0.29 -1.50  0.095
32 N -0.77 -0.38 2.94  -0.069
33 C -1.60 0.10 3.88  -0.341
34 C -2.45 1.21 3.72  -0.034
35 C -2.76 1.90 2.53  -0.330
36 C -1.70 -0.62 5.21  0.001
37 H -0.74 -1.04 5.53  0.090
38 H -2.44 -1.45 5.16  0.098
39 H -2.05 0.08 5.97  0.090
40 C -3.96 2.82 2.53  0.006
41 H -4.65 2.60 1.70  0.096
42 H -3.67 3.88 2.46  0.098
43 H -4.50 2.67 3.47  0.087
44 N -2.00 1.80 1.45  -0.066
45 C -0.43 -1.76 2.90  -0.224
46 C 0.87 -2.19 3.27  -0.229
47 C 1.90 -1.24 3.79  -0.082
48 C 1.18 -3.55 3.18  -0.061
49 H 2.18 -3.87 3.48  0.120
50 C 0.23 -4.48 2.76  -0.067
51 H 0.49 -5.54 2.71  0.111
52 C -1.05 -4.05 2.42  -0.044
53 H -1.81 -4.77 2.10  0.117
54 C -1.40 -2.70 2.48  -0.214
55 C -2.80 -2.27 2.17  -0.031
56 C -2.27 2.44 0.21  -0.247
57 C -1.65 3.69 -0.07  -0.225
58 C -0.92 4.45 1.00  -0.054
59 C -1.66 4.16 -1.39  -0.050
60 H -1.13 5.09 -1.62  0.125
61 C -2.34 3.45 -2.38  -0.071
62 H -2.36 3.83 -3.41  0.115
63 C -3.03 2.27 -2.07  -0.046
64 H -3.59 1.73 -2.84  0.116
65 C -2.98 1.74 -0.79  -0.216
66 C -3.63 0.43 -0.47  -0.037
67 Yb 0.24 1.28 1.65  1.727
68 H 2.56 -0.89 2.98  0.006
69 H 2.54 -1.75 4.52  0.098
70 H 1.46 -0.35 4.27  0.064
71 H -2.82 -1.34 1.58  0.051
72 H -3.40 -2.10 3.08  0.089
73 H -3.31 -3.05 1.59  0.088
74 H -1.03 5.53 0.81  0.104
75 H 0.16 4.24 1.00  0.036
76 H -1.29 4.24 2.01  0.070
77 H -4.16 0.44 0.49  0.079
78 H -2.88 -0.38 -0.43  0.066
79 H -4.35 0.15 -1.25  0.093
80 H -3.01 1.52 4.60  0.110
81 C 1.13 0.58 -0.65  -0.253
82 Si 2.18 1.98 -1.40  0.466
83 H 0.06 0.83 -0.56  0.009
84 H 1.59 0.12 0.24  -0.016
85 C 3.90 1.31 -1.77  -0.149
86 C 2.41 3.51 -0.34  -0.194
87 C 1.47 2.70 -2.98  -0.152
88 H 2.02 3.63 -3.21  0.053
89 H 0.41 2.96 -2.88  0.013
90 H 1.58 2.03 -3.85  0.024
91 H 4.49 1.28 -0.84  0.037
92 H 4.39 2.00 -2.47  0.051
93 H 3.91 0.31 -2.22  0.011
94 H 2.69 3.29 0.70  -0.039
95 H 1.53 4.17 -0.36  0.016
96 H 3.25 4.08 -0.78  0.060
97 S 3.31 1.50 2.45  0.686
98 C 2.05 2.33 3.04  -1.000
99 N 1.01 2.85 3.34  -0.004

=====

The lowest maximum force belongs to which entry?
C34H57N3O2SSiYb

=====

Among the records above, which one has the highest maximum force?
C34H57N2O26PS